[1]
A molecular structure, C20H23N6O2S8SbW at a distorted geometry. Source: the OMol25 dataset; level of theory: ωB97M-V with the def2-TZVPD basis set.

Properties
Calculated total energy = -129194.65270 eV
Kohn-Sham gap = 5.97 eV
Relative energy (zero: lowest compared OMol25 entry of this formula, charge and spin) = 19.1 kcal/mol
LUMO energy = -0.0869 Ha

ORCA input file:
```
! wB97M-V def2-TZVPD RIJCOSX def2/J DEFGRID3
* xyz 0 1
W 1.943 -1.542 -1.594
S 2.280 -3.919 -2.012
C 2.634 -4.000 -3.714
C 2.910 -5.326 -4.125
N 3.261 -6.384 -4.385
C 2.617 -2.933 -4.532
S 1.987 -1.385 -4.012
C 2.880 -3.016 -5.940
N 2.838 -2.995 -7.080
O -1.566 -0.019 1.454
C -2.432 -0.942 0.869
C -3.796 -0.876 1.182
C -4.780 -1.771 0.668
C -4.256 -2.794 -0.093
C -2.921 -2.915 -0.495
C -2.055 -1.900 0.021
C -0.569 -2.024 -0.280
O -0.057 -1.753 -1.434
N 0.114 -2.407 0.751
N 1.493 -2.483 0.379
C 2.200 -3.137 1.254
S 3.912 -3.408 1.330
C 3.756 -4.772 2.560
C 2.662 -4.413 3.590
S 1.190 -3.922 2.572
H -2.047 0.758 1.592
H -4.216 -0.189 1.934
H -5.820 -1.716 1.026
H -4.946 -3.555 -0.525
H -2.592 -3.757 -1.163
H 4.749 -4.801 2.937
H 3.704 -5.714 2.058
H 3.033 -3.563 4.226
H 2.312 -5.311 4.079
S 1.500 0.725 -2.253
Sb 4.441 0.849 -2.486
S 1.600 0.461 -0.246
S 4.185 -1.410 -1.277
S 4.748 2.499 -1.101
C -0.028 5.101 -1.344
C -0.882 5.297 -0.044
N -1.131 4.120 0.734
C -0.084 3.767 1.683
C -0.219 4.662 2.944
C -2.348 3.506 0.783
C -3.369 4.025 -0.249
N -2.636 2.495 1.566
H 0.484 6.020 -1.748
H -0.611 4.694 -2.210
H 0.881 4.483 -1.071
H -1.789 5.776 -0.326
H -0.271 5.956 0.525
H 0.893 3.898 1.196
H -0.174 2.768 1.941
H -0.233 5.743 2.786
H 0.448 4.375 3.754
H -1.150 4.305 3.333
H -3.799 4.917 0.207
H -4.164 3.286 -0.349
H -3.077 4.230 -1.285
H -3.638 2.342 1.438
*
```

***

[2]
A molecular structure, C20H23N9O5PtS at a distorted geometry. Source: the OMol25 dataset; level of theory: ωB97M-V with the def2-TZVPD basis set.

Properties
Calculated total energy = -58828.44953 eV
Kohn-Sham gap (alpha / beta) = 8.70 / 5.02 eV
Relative energy (zero: lowest compared OMol25 entry of this formula, charge and spin) = 16.5 kcal/mol
LUMO energy (alpha / beta) = -0.2257 / -0.3699 Ha

ORCA input file:
```
! wB97M-V def2-TZVPD RIJCOSX def2/J DEFGRID3
* xyz 2 5
Pt -0.580 0.220 0.344
O -2.345 -2.933 -4.738
C -2.046 -2.366 -3.588
C -3.000 -1.760 -2.746
C -2.550 -1.169 -1.598
N -1.268 -1.130 -1.270
C -0.365 -1.787 -2.000
C -0.699 -2.408 -3.169
C 1.027 -1.805 -1.330
O 1.980 -2.191 -1.969
O 0.986 -1.407 -0.109
C -3.440 -0.521 -0.511
O -4.586 -0.243 -0.788
O -2.811 -0.361 0.595
H -3.283 -2.883 -4.960
H -4.058 -1.758 -2.979
H 0.047 -2.918 -3.764
N -3.456 2.204 1.230
C -2.667 2.853 0.388
N -3.058 4.047 -0.025
C -2.254 4.726 -0.832
N -2.636 5.897 -1.309
N -1.020 4.279 -1.190
C -0.689 3.100 -0.759
N -1.469 2.302 -0.005
C 0.671 2.628 -1.116
C 1.513 3.415 -1.887
C 2.790 2.955 -2.166
C 3.196 1.733 -1.655
C 2.301 1.002 -0.892
N 1.070 1.444 -0.641
H -4.346 2.628 1.437
H -3.330 1.217 1.398
H -3.543 6.267 -1.081
H -2.021 6.403 -1.922
H 1.145 4.364 -2.245
H 3.462 3.545 -2.775
H 4.181 1.332 -1.847
H 2.559 0.029 -0.493
C 3.943 -2.096 1.603
C 3.474 -1.361 2.853
N 2.377 -0.423 2.564
C 1.106 -0.537 2.856
S 0.065 0.873 2.582
N 0.517 -1.587 3.392
C 0.846 -3.021 3.259
C -0.374 -3.757 2.721
H 4.711 -2.819 1.874
H 4.374 -1.402 0.881
H 3.121 -2.620 1.116
H 4.288 -0.766 3.266
H 3.147 -2.051 3.627
H 2.648 0.427 2.090
H -0.433 -1.429 3.702
H 1.127 -3.410 4.239
H 1.686 -3.136 2.579
H -1.212 -3.680 3.416
H -0.142 -4.811 2.589
H -0.672 -3.342 1.757
*
```

***

[3]
C20H23NOS in the gas phase. Source: the OMol25 dataset; level of theory: ωB97M-V with the def2-TZVPD basis set.

Properties
SMILES = O=C(c1ccccc1SCc1ccccc1)N1CCCCCC1
Calculated total energy = -35486.83765 eV
Kohn-Sham gap = 9.09 eV
Relative energy (zero: lowest compared OMol25 entry of this formula, charge and spin) = 3.4 kcal/mol
LUMO energy = 0.0267 Ha

ORCA input file:
```
! wB97M-V def2-TZVPD RIJCOSX def2/J DEFGRID3
* xyz 0 1
O -0.251 -0.171 2.054
C -1.141 0.065 1.254
C -1.256 1.438 0.658
C -2.016 2.421 1.279
C -2.006 3.720 0.802
C -1.228 4.049 -0.297
C -0.464 3.080 -0.921
C -0.470 1.779 -0.439
S 0.526 0.530 -1.232
C 2.202 1.267 -1.005
C 3.132 0.268 -0.397
C 4.280 -0.127 -1.071
C 5.147 -1.043 -0.501
C 4.869 -1.578 0.745
C 3.719 -1.197 1.416
C 2.853 -0.279 0.851
N -2.066 -0.842 0.884
C -3.104 -0.572 -0.085
C -2.711 -1.030 -1.495
C -3.052 -2.490 -1.810
C -2.869 -3.473 -0.649
C -1.649 -3.205 0.233
C -1.933 -2.203 1.354
H -2.606 2.162 2.146
H -2.600 4.478 1.290
H -1.218 5.062 -0.671
H 0.141 3.327 -1.780
H 2.554 1.598 -1.983
H 2.061 2.127 -0.350
H 4.499 0.287 -2.046
H 6.039 -1.340 -1.033
H 5.545 -2.294 1.189
H 3.491 -1.616 2.384
H 1.950 -0.001 1.374
H -3.293 0.503 -0.095
H -4.019 -1.076 0.240
H -1.638 -0.866 -1.610
H -3.212 -0.394 -2.226
H -2.426 -2.803 -2.647
H -4.091 -2.553 -2.144
H -2.790 -4.476 -1.074
H -3.761 -3.470 -0.018
H -0.812 -2.850 -0.369
H -1.344 -4.140 0.707
H -2.850 -2.490 1.882
H -1.104 -2.201 2.067
*
```

***

[4]
A molecular structure, C20H24B2N12S2W at a distorted geometry. Source: the OMol25 dataset; level of theory: ωB97M-V with the def2-TZVPD basis set.

Properties
Calculated total energy = -63835.99889 eV
Kohn-Sham gap (alpha / beta) = 5.20 / 5.72 eV
Relative energy (zero: lowest compared OMol25 entry of this formula, charge and spin) = 47.8 kcal/mol
LUMO energy (alpha / beta) = -0.4164 / -0.3975 Ha

ORCA input file:
```
! wB97M-V def2-TZVPD RIJCOSX def2/J DEFGRID3
* xyz 3 2
W -0.248 -0.077 -0.879
C 2.770 -1.159 -3.385
C 2.724 -0.360 -2.292
N 1.659 -0.626 -1.502
N 0.884 -1.618 -2.107
C 1.560 -2.049 -3.347
B 0.531 -2.883 -1.241
N 0.933 -2.559 0.191
C 1.453 -3.256 1.218
C 1.315 -2.502 2.364
C 0.676 -1.332 1.959
N 0.454 -1.376 0.648
N -1.004 -2.930 -1.263
C -1.930 -3.906 -1.235
C -3.156 -3.333 -0.968
C -2.898 -1.972 -0.825
N -1.600 -1.732 -1.016
N 1.271 -3.960 -1.992
C 1.606 -5.252 -1.898
C 2.413 -5.575 -2.976
C 2.543 -4.413 -3.725
N 1.840 -3.464 -3.108
H 3.507 -1.181 -4.159
H 3.419 0.410 -2.005
H 0.948 -1.966 -4.259
H 1.896 -4.223 1.085
H 1.616 -2.774 3.355
H 0.344 -0.508 2.565
H -1.678 -4.932 -1.413
H -4.098 -3.834 -0.882
H -3.580 -1.179 -0.576
H 1.252 -5.868 -1.093
H 2.863 -6.525 -3.183
H 3.083 -4.243 -4.637
C 1.314 2.494 2.719
N 0.354 3.274 1.989
C -0.397 4.277 2.517
C -1.160 4.786 1.508
N -0.879 4.106 0.364
B -1.442 4.605 -0.963
N -1.559 3.565 -2.076
C -1.508 3.919 -3.392
C -1.718 2.811 -4.151
N -1.892 1.766 -3.292
C -2.056 0.385 -3.659
C -1.800 2.243 -2.024
S -2.215 1.311 -0.609
C 0.054 3.172 0.676
S 0.912 2.110 -0.380
H 1.062 2.516 3.778
H 2.317 2.910 2.596
H 1.321 1.466 2.356
H -0.343 4.554 3.550
H -1.868 5.590 1.533
H -2.518 5.081 -0.780
H -0.761 5.502 -1.353
H -1.328 4.928 -3.703
H -1.757 2.689 -5.214
H -2.042 0.299 -4.745
H -3.008 -0.008 -3.291
H -1.214 -0.211 -3.239
*
```

***

[5]
A molecular structure, C20H24BBrF4N2O4Ru. Source: the OMol25 dataset; level of theory: ωB97M-V with the def2-TZVPD basis set.

Properties
Calculated total energy = -116465.02354 eV
Kohn-Sham gap (alpha / beta) = 6.42 / 4.60 eV
LUMO energy (alpha / beta) = -0.1037 / -0.2427 Ha

ORCA input file:
```
! wB97M-V def2-TZVPD RIJCOSX def2/J DEFGRID3
* xyz 1 6
Ru -0.505 0.556 0.000
O 2.188 0.863 4.445
C 1.043 0.459 4.870
C 0.855 0.591 6.290
C -0.330 0.239 6.853
C -1.371 -0.241 6.033
C -1.201 -0.376 4.644
C -0.016 -0.069 4.037
C 0.151 -0.142 2.538
O -0.570 0.884 1.943
N -0.273 -1.438 2.003
N -0.621 -1.313 0.693
C -1.423 -2.347 0.210
C -2.150 -2.260 -0.912
Br -2.167 -0.537 -1.765
C -2.952 -3.245 -1.582
C -2.784 -4.651 -1.535
C -1.632 -5.303 -1.039
C -1.554 -6.680 -1.024
C -2.609 -7.454 -1.498
C -3.744 -6.833 -2.016
C -3.828 -5.459 -2.044
H 2.415 0.822 3.463
H 1.681 0.984 6.866
H -0.483 0.337 7.918
H -2.320 -0.508 6.479
H -2.033 -0.714 4.039
H 1.206 -0.069 2.286
H -0.858 -2.047 2.563
H -1.481 -3.253 0.802
H -3.776 -2.865 -2.171
H -0.777 -4.722 -0.722
H -0.658 -7.161 -0.655
H -2.542 -8.533 -1.478
H -4.558 -7.431 -2.401
H -4.709 -4.978 -2.449
C 1.888 0.344 -2.573
O 0.565 0.761 -2.204
C 0.210 2.052 -2.689
C 0.301 3.062 -1.577
O -0.613 2.636 -0.552
C -0.748 3.604 0.503
H 1.974 0.361 -3.661
H 2.013 -0.670 -2.208
H 2.645 0.982 -2.119
H -0.817 1.997 -3.059
H 0.859 2.347 -3.516
H -0.003 4.052 -1.928
H 1.307 3.111 -1.154
H 0.230 3.834 0.922
H -1.377 3.158 1.267
H -1.218 4.499 0.095
F 3.813 1.461 0.046
B 2.770 1.126 0.859
F 1.940 2.207 1.147
F 3.238 0.584 2.109
F 1.976 0.098 0.261
*
```

***

[6]
A molecular structure, C20H24BF8N3O7PS2Zr at a distorted geometry. Source: the OMol25 dataset; level of theory: ωB97M-V with the def2-TZVPD basis set.

Properties
Calculated total energy = -94585.10482 eV
Kohn-Sham gap = 7.34 eV
Relative energy (zero: lowest compared OMol25 entry of this formula, charge and spin) = 38.5 kcal/mol
LUMO energy = -0.1538 Ha

ORCA input file:
```
! wB97M-V def2-TZVPD RIJCOSX def2/J DEFGRID3
* xyz 1 1
Zr -0.021 -0.117 -0.152
F -3.770 -1.030 2.310
C -3.352 -2.290 2.260
F -4.375 -3.109 2.187
F -2.622 -2.565 3.332
S -2.261 -2.476 0.778
O -1.278 -1.388 0.994
O -1.704 -3.781 0.804
N -3.226 -2.173 -0.403
S -2.959 -1.156 -1.558
O -1.534 -0.777 -1.585
O -3.546 -1.522 -2.786
C -3.815 0.397 -1.032
F -3.616 1.310 -1.968
F -3.274 0.836 0.118
F -5.096 0.173 -0.857
C 2.893 4.894 -1.518
C 2.556 4.392 -0.271
C 2.270 3.045 -0.110
C 2.334 2.192 -1.208
C 2.676 2.696 -2.462
C 2.952 4.043 -2.613
N 2.008 0.804 -1.084
N 2.765 0.072 -1.764
C 2.392 -1.255 -1.864
C 3.262 -2.119 -2.527
C 2.894 -3.443 -2.682
C 1.663 -3.873 -2.204
C 0.800 -2.990 -1.555
C 1.144 -1.659 -1.354
H 3.105 5.948 -1.638
H 2.519 5.051 0.586
H 2.043 2.649 0.869
H 2.702 2.026 -3.311
H 3.205 4.432 -3.590
H 4.201 -1.741 -2.908
H 3.550 -4.136 -3.190
H 1.361 -4.903 -2.349
H -0.154 -3.378 -1.213
C 4.557 -1.275 4.712
C 3.877 -0.075 4.099
O 2.562 -0.475 3.615
P 1.898 0.301 2.376
O 0.317 0.214 2.767
C -0.254 0.921 3.891
C -0.512 -0.035 5.033
O 1.680 -0.927 1.241
C 1.618 -2.332 1.707
C 2.934 -3.002 1.405
H 5.498 -0.964 5.164
H 4.773 -2.035 3.963
H 3.930 -1.712 5.487
H 4.459 0.336 3.271
H 3.726 0.706 4.844
H -1.175 1.372 3.524
H 0.419 1.728 4.195
H -1.135 -0.863 4.697
H -1.033 0.483 5.837
H 0.424 -0.434 5.422
H 0.806 -2.806 1.163
H 1.378 -2.326 2.767
H 3.146 -2.953 0.336
H 2.880 -4.051 1.699
H 3.747 -2.531 1.954
F -0.954 3.434 0.218
B -0.526 2.210 0.140
F -0.626 1.701 -1.222
*
```

***

[7]
A molecular structure, C20H24BrN2PdS2 at a distorted geometry. Source: the OMol25 dataset; level of theory: ωB97M-V with the def2-TZVPD basis set.

Properties
Calculated total energy = -119303.90195 eV
Kohn-Sham gap = 5.44 eV
Relative energy (zero: lowest compared OMol25 entry of this formula, charge and spin) = 23.3 kcal/mol
LUMO energy = 0.0981 Ha

ORCA input file:
```
! wB97M-V def2-TZVPD RIJCOSX def2/J DEFGRID3
* xyz -1 1
Pd 0.057 -0.143 -0.003
C -2.554 -2.867 2.862
C -1.450 -2.042 2.251
S -1.490 -1.981 0.531
C -0.500 -1.419 3.008
C -0.490 -1.479 4.513
S 0.755 -0.450 2.343
H -3.218 -3.205 2.069
H -3.134 -2.282 3.578
H -2.159 -3.742 3.380
H -1.235 -2.162 4.912
H -0.684 -0.480 4.909
H 0.495 -1.789 4.861
Br 2.138 1.298 -0.591
C 1.551 1.485 -2.451
C 2.181 2.438 -3.211
C 1.800 2.611 -4.546
C 0.805 1.835 -5.080
C 0.106 0.900 -4.287
C -0.975 0.165 -4.803
C -1.680 -0.685 -3.988
C -1.317 -0.862 -2.651
C -0.234 -0.207 -2.088
C 0.465 0.715 -2.914
H 2.972 3.036 -2.785
H 2.304 3.352 -5.149
H 0.531 1.939 -6.123
H -1.253 0.295 -5.842
H -2.519 -1.241 -4.387
H -1.900 -1.553 -2.052
C -2.615 1.496 -0.532
C -3.630 2.630 -0.275
N -3.134 3.527 0.762
C -1.861 4.090 0.331
C -0.835 2.962 0.081
N -1.454 1.664 0.345
C -1.905 1.627 1.738
C -2.926 2.758 1.984
H -2.264 1.502 -1.566
H -3.042 0.511 -0.329
H -4.594 2.238 0.059
H -3.799 3.225 -1.176
H -1.517 4.777 1.109
H -2.044 4.669 -0.578
H 0.035 3.063 0.736
H -0.485 2.968 -0.956
H -1.028 1.733 2.382
H -2.343 0.642 1.924
H -2.579 3.449 2.757
H -3.897 2.362 2.292
*
```

***

[8]
A molecular structure, C20H24ClNO5P2Zr at a distorted geometry. Source: the OMol25 dataset; level of theory: ωB97M-V with the def2-TZVPD basis set.

Properties
Calculated total energy = -65217.08600 eV
Kohn-Sham gap = 6.08 eV
Relative energy (zero: lowest compared OMol25 entry of this formula, charge and spin) = 0.0 kcal/mol
LUMO energy = -0.3047 Ha

ORCA input file:
```
! wB97M-V def2-TZVPD RIJCOSX def2/J DEFGRID3
* xyz 2 1
C 3.751 -2.838 -1.518
C 2.555 -2.135 -1.686
C 1.397 -2.655 -1.037
C 1.448 -3.825 -0.284
C 2.681 -4.435 -0.037
C 3.822 -3.949 -0.671
C 0.150 -4.316 0.346
C -1.024 -4.031 -0.586
C -0.989 -2.844 -1.306
C -2.047 -2.485 -2.184
C -3.139 -3.355 -2.263
C -3.217 -4.492 -1.457
C -2.168 -4.832 -0.603
H 4.649 -2.469 -2.013
H 2.711 -5.285 0.649
H 4.784 -4.433 -0.492
H 0.217 -5.394 0.525
H -3.968 -3.103 -2.931
H -4.112 -5.117 -1.477
H -2.209 -5.695 0.060
N 0.132 -1.993 -1.121
Zr 0.013 -0.158 -0.286
C 2.508 -0.864 -2.529
H 1.769 -0.970 -3.336
H 3.490 -0.673 -2.982
C -1.997 -1.211 -3.010
H -1.126 -1.217 -3.679
H -2.910 -1.112 -3.610
P 2.069 0.692 -1.604
P -1.857 0.349 -2.016
C -3.492 0.334 -1.207
H -3.508 1.099 -0.420
H -4.267 0.550 -1.955
H -3.684 -0.646 -0.751
C -2.053 1.673 -3.234
H -3.013 1.567 -3.758
H -2.032 2.637 -2.709
H -1.228 1.651 -3.958
C 3.546 0.840 -0.543
H 4.395 1.156 -1.165
H 3.362 1.594 0.234
H 3.786 -0.117 -0.065
C 2.321 2.057 -2.768
H 2.124 3.005 -2.244
H 3.359 2.060 -3.124
H 1.635 1.978 -3.620
C -0.102 -3.590 1.605
O -0.238 -2.385 1.749
H -0.138 -4.426 2.317
O -0.992 1.018 1.241
Cl 0.274 1.227 2.123
O 0.851 2.493 1.801
O -0.059 1.033 3.478
O 1.183 0.118 1.606
*
```